{
  "formula": "C16H52O20P4",
  "method": "the ωB97M-V functional and the def2-TZVPD basis",
  "species": ["C", "O", "P", "O", "O", "C", "O", "C", "H", "H", "H", "H", "H", "H", "H", "H", "H", "C", "O", "P", "O", "O", "C", "O", "C", "H", "H", "H", "H", "H", "H", "H", "H", "H", "C", "O", "P", "O", "O", "C", "O", "C", "H", "H", "H", "H", "H", "H", "H", "H", "H", "C", "O", "P", "O", "O", "C", "O", "C", "H", "H", "H", "H", "H", "H", "H", "H", "H", "C", "O", "H", "H", "H", "H", "C", "O", "H", "H", "H", "H", "C", "O", "H", "H", "H", "H", "C", "O", "H", "H", "H", "H"],
  "xyz": [[3.22001, -2.18720, -4.62960], [3.26179, -0.79474, -4.35001], [2.79251, -0.24540, -2.95913], [1.34509, -0.14129, -2.79481], [3.52128, -1.17947, -1.92977], [3.15438, -1.06695, -0.53445], [3.62107, 1.09495, -2.87300], [3.33220, 2.11155, -3.81206], [2.82018, -2.76321, -3.79381], [4.24978, -2.51817, -4.76956], [2.63776, -2.34232, -5.53233], [2.45075, -0.26760, -0.31262], [4.06876, -1.00296, 0.05081], [2.65638, -2.00190, -0.24975], [2.27988, 2.41188, -3.78196], [3.50647, 1.79839, -4.84584], [3.95083, 2.97933, -3.61362], [1.97592, 2.53496, -0.60663], [2.02718, 3.95673, -0.46147], [3.36989, 4.72477, -0.23390], [4.25329, 4.21152, 0.80602], [2.87958, 6.20783, -0.00349], [2.28617, 6.57526, 1.25596], [3.96131, 4.81802, -1.68616], [5.21837, 5.48617, -1.91309], [2.95510, 2.06737, -0.50633], [1.53960, 2.24124, -1.55815], [1.33275, 2.11947, 0.17364], [1.75448, 5.74441, 1.71668], [1.59234, 7.38939, 1.03960], [3.01595, 6.99008, 1.95335], [5.56542, 5.96478, -0.99743], [5.11942, 6.20597, -2.72008], [5.96021, 4.74083, -2.20391], [1.22215, -6.95924, -4.34200], [0.32292, -6.89696, -3.22895], [0.00146, -5.49581, -2.59464], [1.12426, -4.71386, -2.07777], [-1.07505, -5.87695, -1.51640], [-1.11802, -5.32268, -0.20284], [-0.80306, -4.82142, -3.77224], [-1.43441, -3.55813, -3.55361], [1.48117, -5.98708, -4.75121], [0.74356, -7.52320, -5.14427], [2.12308, -7.49568, -4.04970], [-0.26306, -4.69452, 0.04542], [-1.16009, -6.13019, 0.52579], [-2.00690, -4.70600, -0.07312], [-0.79412, -2.77244, -3.93906], [-1.64148, -3.34175, -2.50454], [-2.39459, -3.60825, -4.06098], [-2.04112, 1.15526, 3.03735], [-3.02842, 1.17420, 4.09412], [-4.49904, 1.59883, 3.72080], [-5.02310, 0.97270, 2.51542], [-5.22569, 1.23566, 5.06318], [-6.65143, 1.22676, 5.13141], [-4.49819, 3.18016, 3.67616], [-3.85083, 3.88465, 4.73477], [-2.42764, 1.45622, 2.06444], [-1.61429, 0.16130, 2.93915], [-1.27271, 1.87057, 3.33941], [-7.14333, 1.56700, 4.21321], [-6.97404, 1.87001, 5.94551], [-7.01448, 0.20577, 5.25431], [-3.44766, 3.25117, 5.52444], [-4.59250, 4.54034, 5.19137], [-3.04111, 4.48781, 4.32884], [-0.44315, -0.83931, -0.23426], [-0.52044, -1.34288, 1.12163], [-1.42508, -0.52825, -0.57963], [0.19300, 0.05185, -0.23851], [0.03486, -1.59264, -0.85925], [0.35049, -1.16156, 1.50134], [-3.75221, 1.00420, -0.63964], [-4.83404, 1.78521, -0.22614], [-3.46080, 1.00513, -1.68771], [-2.84208, 1.32956, -0.08891], [-3.82102, -0.04129, -0.29895], [-5.13823, 1.41156, 0.61563], [2.51479, -1.17570, 2.95061], [1.70816, -0.10902, 2.45273], [2.16920, -2.10828, 2.51339], [3.56496, -1.03907, 2.66853], [2.48030, -1.21994, 4.04094], [1.88175, 0.70386, 2.93185], [-3.23461, -2.70046, 2.83222], [-2.87011, -2.95620, 1.49620], [-2.46276, -2.95677, 3.56625], [-3.52078, -1.64693, 2.95644], [-4.12618, -3.28314, 3.06352], [-2.10441, -2.38784, 1.28490]],
  "homo_energy_ha": -0.3429,
  "total_energy_ev": -95548.5994,
  "lumo_energy_ev": 0.2,
  "total_charge": 0,
  "smiles": "COP(=O)(OC)OC.COP(=O)(OC)OC.COP(=O)(OC)OC.COP(=O)(OC)OC.CO.CO.CO.CO"
}

***

{
  "formula": "C16H54O11",
  "method": "the ωB97M-V functional and the def2-TZVPD basis",
  "species": ["C", "C", "O", "H", "H", "H", "H", "H", "H", "C", "C", "O", "H", "H", "H", "H", "H", "H", "C", "C", "O", "H", "H", "H", "H", "H", "H", "C", "C", "O", "H", "H", "H", "H", "H", "H", "C", "C", "O", "H", "H", "H", "H", "H", "H", "C", "O", "H", "H", "H", "H", "C", "O", "H", "H", "H", "H", "C", "O", "H", "H", "H", "H", "C", "O", "H", "H", "H", "H", "C", "O", "H", "H", "H", "H", "C", "O", "H", "H", "H", "H"],
  "xyz": [[0.86527, 4.60092, -1.83259], [0.35907, 4.85389, -0.36994], [0.05896, 3.65653, 0.26722], [0.23757, 3.76202, -2.36423], [1.93348, 4.32473, -1.84715], [0.77410, 5.46748, -2.40332], [-0.44721, 5.51093, -0.31577], [1.17701, 5.28272, 0.31852], [-0.78659, 3.38345, -0.06402], [-1.86608, -4.36051, 0.68025], [-3.23223, -4.70712, -0.03279], [-3.25472, -6.11611, 0.14345], [-0.97790, -4.75130, 0.23194], [-1.86947, -4.63594, 1.70259], [-1.85467, -3.30526, 0.52663], [-3.06081, -4.42530, -1.11255], [-4.15359, -4.34690, 0.47053], [-3.52916, -6.27780, 1.06398], [1.65492, 2.85092, 3.09932], [2.95308, 3.28021, 3.72840], [2.63677, 4.12143, 4.80426], [0.95242, 2.52206, 3.86345], [1.75339, 1.95702, 2.46544], [1.24127, 3.73831, 2.56402], [3.50888, 3.98988, 3.01494], [3.63628, 2.46439, 3.99177], [2.16792, 4.82426, 4.41087], [1.54560, 0.59815, -0.84539], [0.12259, 0.12919, -1.15861], [-0.06953, -1.01854, -0.31929], [1.70936, 1.58693, -1.19685], [2.28504, -0.17495, -1.08362], [1.67091, 0.60064, 0.22791], [-0.07247, -0.07519, -2.24366], [-0.55670, 0.95886, -0.92328], [-0.61263, -0.72399, 0.43416], [2.31764, -3.88121, -3.21775], [2.03164, -2.74854, -2.28402], [1.03491, -3.13605, -1.31755], [1.40977, -3.99716, -3.87998], [2.60310, -4.79458, -2.71678], [3.12027, -3.64526, -3.87400], [1.69389, -1.85305, -2.81319], [3.02374, -2.51445, -1.74144], [0.67301, -2.30845, -0.82293], [-0.52385, 1.24380, -4.66752], [-1.85348, 0.92092, -4.31972], [0.13762, 0.36715, -4.60608], [0.00578, 1.98693, -4.06241], [-0.53880, 1.67162, -5.62531], [-1.86903, 0.00886, -4.40535], [0.61914, -3.11556, 2.81715], [-0.23340, -3.19930, 3.98760], [0.42054, -2.17197, 2.24200], [0.49792, -4.00695, 2.16996], [1.60534, -3.29235, 3.05284], [-1.05726, -3.23134, 3.64334], [3.10582, -0.97212, 1.85330], [3.81061, -1.78010, 2.74684], [3.80408, -0.40310, 1.22733], [2.37758, -0.28706, 2.31173], [2.52388, -1.62039, 1.16518], [4.26736, -1.24039, 3.39852], [-2.64695, 3.33485, -1.51630], [-2.42459, 2.74008, -0.27716], [-2.44999, 4.43168, -1.49820], [-3.65374, 3.16232, -1.85102], [-1.93175, 2.78676, -2.14075], [-3.05774, 3.07607, 0.39943], [-0.75373, 0.73122, 2.29570], [-1.62109, -0.26286, 1.83017], [-0.57161, 1.47527, 1.48085], [0.26252, 0.36449, 2.48859], [-1.11551, 1.26697, 3.05729], [-2.42113, -0.14434, 2.32395], [-3.06285, -0.47582, -1.25525], [-3.26892, -1.82998, -1.03676], [-2.89016, 0.02057, -0.27626], [-4.01482, -0.09423, -1.70709], [-2.28734, -0.18622, -2.00616], [-3.99856, -1.94272, -0.46941]],
  "homo_energy_ha": -0.3360,
  "total_energy_ev": -39983.3114,
  "lumo_energy_ev": -0.1,
  "total_charge": 0,
  "smiles": "CCO.CCO.CCO.CCO.CCO.CO.CO.CO.CO.CO.CO"
}

***

{
  "formula": "C16H55FN2O13S",
  "method": "the ωB97M-V functional and the def2-TZVPD basis",
  "species": ["C", "C", "O", "N", "C", "C", "C", "C", "N", "S", "O", "O", "F", "H", "H", "H", "H", "H", "H", "H", "H", "H", "H", "H", "H", "H", "H", "H", "C", "O", "H", "H", "H", "H", "C", "O", "H", "H", "H", "H", "C", "O", "H", "H", "H", "H", "C", "O", "H", "H", "H", "H", "C", "O", "H", "H", "H", "H", "C", "O", "H", "H", "H", "H", "C", "O", "H", "H", "H", "H", "C", "O", "H", "H", "H", "H", "C", "O", "H", "H", "H", "H", "C", "O", "H", "H", "H", "H"],
  "xyz": [[-0.63067, 3.65299, -3.01730], [-0.82675, 2.74358, -1.81268], [-2.14277, 2.98677, -1.25996], [-2.73051, 1.80970, -0.77415], [-3.26620, 2.03142, 0.57924], [-2.11864, 2.17820, 1.56794], [-1.01430, 1.10783, 1.42548], [-1.51466, -0.27130, 1.01347], [-2.59345, -0.73177, 1.90230], [-3.83807, 1.35609, -1.93465], [-3.12052, 0.83584, -3.04250], [-4.89953, 2.27196, -2.11506], [-4.40388, 0.12967, -1.15531], [-1.60339, 4.02953, -3.33242], [0.01675, 4.49194, -2.77502], [-0.19330, 3.11029, -3.85456], [-0.09544, 2.94989, -1.02962], [-0.75705, 1.69140, -2.08065], [-3.88663, 2.93477, 0.57590], [-3.89273, 1.19180, 0.86108], [-1.67988, 3.17006, 1.44423], [-2.52270, 2.13849, 2.57893], [-0.24723, 1.46850, 0.73979], [-0.52036, 0.99429, 2.39625], [-1.85303, -0.26633, -0.01389], [-0.66143, -0.96126, 1.02926], [-2.19970, -1.22989, 2.69145], [-3.12521, -1.44632, 1.41748], [-0.14881, -2.24344, -2.82038], [-0.88371, -1.39318, -1.95121], [0.73906, -2.57327, -2.28348], [-0.74189, -3.11813, -3.11033], [0.16458, -1.70292, -3.71731], [-1.66828, -1.07697, -2.41459], [0.40604, -5.09728, 0.33729], [0.62335, -3.69767, 0.19158], [1.04405, -5.44921, 1.14550], [-0.63539, -5.32032, 0.58673], [0.68934, -5.61034, -0.58472], [0.03228, -3.40132, -0.50726], [1.96703, -6.79435, -3.75121], [1.07449, -6.05256, -2.92062], [2.81354, -7.07984, -3.13159], [1.49492, -7.69916, -4.13920], [2.33006, -6.19472, -4.59077], [0.31478, -5.79814, -3.45257], [-2.19670, -4.57849, 3.49871], [-2.60712, -3.21424, 3.63134], [-2.31155, -4.86074, 2.45575], [-1.15625, -4.69919, 3.79991], [-2.83267, -5.22438, 4.10770], [-2.49515, -2.97665, 4.55817], [3.19499, -3.09860, -4.18028], [3.11614, -3.60967, -2.85669], [3.78765, -2.18780, -4.15187], [3.67948, -3.81303, -4.85291], [2.20058, -2.86138, -4.57108], [2.57560, -4.40806, -2.87570], [0.62658, -2.37905, 3.77378], [0.24071, -3.12856, 4.92821], [-0.04961, -2.65623, 2.96852], [0.54388, -1.30304, 3.95024], [1.64662, -2.61711, 3.46572], [0.83520, -2.90303, 5.64808], [-0.27625, 7.67246, -1.79597], [0.61995, 6.57059, -1.81010], [-1.16841, 7.36843, -2.33895], [-0.56380, 7.94605, -0.77706], [0.15511, 8.54727, -2.28992], [1.41701, 6.82717, -1.33377], [4.38038, 7.35164, 0.39110], [3.97050, 7.05966, -0.94665], [3.92342, 8.30029, 0.66304], [4.03983, 6.58253, 1.08827], [5.46238, 7.43971, 0.46694], [4.36830, 6.22259, -1.19952], [8.25153, 5.88320, 1.03984], [7.06747, 5.94818, 1.82695], [8.55593, 6.90746, 0.83857], [9.06164, 5.37655, 1.56973], [8.07695, 5.37684, 0.08661], [6.78845, 5.04901, 2.01931], [-6.35212, -4.42278, 4.20475], [-5.34960, -4.39929, 3.20232], [-7.15253, -5.06655, 3.84657], [-5.97525, -4.83113, 5.14793], [-6.76440, -3.42661, 4.38966], [-4.62900, -3.82933, 3.50185]],
  "homo_energy_ha": -0.3247,
  "total_energy_ev": -60628.0752,
  "lumo_energy_ev": 0.4,
  "total_charge": 0,
  "smiles": "CCON(CCCCN)S(=O)(=O)F.CO.CO.CO.CO.CO.CO.CO.CO.CO.CO"
}

***

Kohn-Sham gap, respectively: 9.5, 9.0, 9.3 eV.